Below is the molecule C5H7N in a non-equilibrium geometry, with properties calculated with the ωB97M-V functional and the def2-TZVPD basis.

```
13
Properties=species:S:1:pos:R:3:lowdin_charge:R:1
C -0.3143 -0.7281 -1.1344 -0.142
C 0.9546 0.0085 -1.0003 -0.161
H -2.0390 -1.3144 0.0818 0.129
C -0.0088 1.1515 1.0794 -0.130
C -1.0376 -0.7945 -0.0621 -0.070
C -0.2073 -0.2639 1.0909 -0.297
N 1.0618 0.2849 0.5087 -0.026
H 1.0684 0.9692 -1.4703 0.104
H -0.0182 -0.9341 2.0124 0.157
H 1.7821 -0.7099 -1.3213 0.128
H -0.7328 -0.9581 -2.1233 0.110
H 0.1828 1.6939 1.9582 0.088
H -0.6918 1.5950 0.3804 0.111
```

LUMO (eV): 1.2
ΔE to the lowest compared entry with this formula, charge and spin (eV): 2.4358
DFT total energy (eV): -6786.077
Highest occupied orbital energy (eV): -8.951